Entry 1:
Density functional theory data (the ωB97M-V functional and the def2-TZVPD basis) for a 3-piece molecular cluster, C4H17N2O2 overall at a distorted geometry.

```
25
Properties=species:S:1:pos:R:3
N -1.355 -0.844 -1.635
C -1.705 -1.350 -0.321
C -0.699 -1.074 0.762
N -0.117 0.328 0.451
C -0.941 1.360 1.155
C -0.689 2.782 0.612
H 0.101 0.549 -0.533
H -2.133 -0.772 -2.275
H -0.679 -1.404 -2.148
H -2.737 -0.984 -0.169
H -1.942 -2.431 -0.292
H 0.194 -1.686 0.707
H -1.083 -1.127 1.762
H 0.869 0.474 0.725
H -0.803 1.323 2.232
H -1.917 1.118 0.737
H -1.289 2.846 -0.294
H -0.963 3.606 1.259
H 0.336 3.093 0.329
H 2.935 -0.163 -1.153
H 2.510 0.948 -2.154
O 2.215 0.174 -1.675
H 2.992 -1.471 1.600
H 2.043 -2.079 0.576
O 2.346 -1.234 0.929
```

Values from the calculation:
HOMO level: -13.42 eV
Charge: +1
Total energy: -422.342286 hartree
Gap between HOMO and LUMO: 10.68 eV
Max |F|: 2.942 eV/Å

Entry 2:
Density functional theory data (the ωB97M-V functional and the def2-TZVPD basis) for a 2-piece molecular cluster, C4H17N6 overall at a distorted geometry.

```
27
Properties=species:S:1:pos:R:3
C 2.417 0.509 -0.950
C 2.510 -0.668 0.141
C -1.212 1.054 0.207
C -1.689 -0.365 0.002
N -0.282 1.198 1.433
N -0.421 1.661 -0.837
N -1.915 -1.182 1.113
N -2.435 -0.589 -1.118
N 0.214 -1.140 -0.409
N 1.178 -0.843 0.649
H 3.413 0.749 -1.290
H 1.728 0.270 -1.734
H 1.988 1.430 -0.573
H 3.137 -0.340 0.901
H 2.854 -1.597 -0.309
H -2.082 1.775 0.370
H -0.627 0.884 2.291
H 0.877 0.187 1.005
H -0.927 2.070 -1.549
H 0.014 0.805 -1.167
H -2.552 -1.942 0.898
H -2.054 -0.820 2.028
H -2.876 -1.491 -1.313
H -2.214 0.041 -1.912
H -0.096 -2.042 -0.636
H 1.054 -1.719 1.282
H -0.005 2.105 1.478
```

Values from the calculation:
HOMO level: -11.94 eV
Charge: +1
Total energy: -490.792902 hartree
Gap between HOMO and LUMO: 9.28 eV
Max |F|: 4.986 eV/Å

Entry 3:
Density functional theory data (the ωB97M-V functional and the def2-TZVPD basis) for a 5-piece molecular cluster, C4H17NO5S overall at a distorted geometry.

```
28
Properties=species:S:1:pos:R:3
C 0.457 -1.905 0.384
C 1.107 -1.288 1.630
C 2.559 -0.908 1.505
S 2.996 0.761 0.932
C 0.167 -1.012 -0.805
N 0.096 0.323 -0.613
O 0.209 -1.452 -1.948
H -0.440 -2.466 0.641
H 1.047 -2.689 -0.090
H 0.417 -0.498 1.950
H 0.898 -2.027 2.408
H 3.078 -1.078 2.435
H 3.056 -1.645 0.863
H 3.186 1.242 2.162
H 0.049 1.006 -1.346
H 0.033 0.740 0.304
H -3.404 1.111 0.561
H -2.241 0.240 -0.016
O -2.981 0.248 0.597
H -2.613 1.464 -2.525
H -3.592 0.543 -1.771
O -3.440 1.469 -2.021
H -1.675 0.500 2.488
H -1.834 1.851 3.192
O -1.249 1.089 3.123
H -0.114 0.891 -3.764
H -0.939 -0.258 -3.278
O -1.029 0.675 -3.539
```

Values from the calculation:
HOMO level: -9.41 eV
Charge: 0
Total energy: -991.767446 hartree
Gap between HOMO and LUMO: 9.82 eV
Max |F|: 1.998 eV/Å

Entry 4:
Density functional theory data (the ωB97M-V functional and the def2-TZVPD basis) for a 5-piece molecular cluster, C4H17NO6 overall at a distorted geometry.

```
28
Properties=species:S:1:pos:R:3
C -1.566 0.600 1.746
O -2.305 1.142 0.593
C -0.299 0.123 1.242
C 0.043 -1.207 1.824
C -0.160 -2.444 0.789
N 0.743 -2.817 -0.100
O -1.065 -3.201 1.144
H -2.188 -0.210 2.215
H -1.415 1.585 2.273
H -3.289 1.338 0.801
H 0.556 0.831 1.422
H -0.302 0.080 0.145
H -0.549 -1.610 2.734
H 1.106 -1.182 2.159
H 1.619 -2.283 -0.397
H 0.473 -3.422 -0.860
H 3.029 -0.998 -1.446
H 1.870 -0.065 -2.000
O 2.303 -0.907 -2.154
H 2.367 1.870 -0.409
H 1.005 2.174 -0.796
O 1.596 1.323 -0.597
H -1.293 2.244 -0.329
H -1.220 2.738 -1.740
O -0.647 2.817 -0.942
H -0.068 -0.275 -2.643
H -0.289 1.107 -1.914
O -0.054 0.648 -2.760
```

Values from the calculation:
HOMO level: -9.25 eV
Charge: 0
Total energy: -668.750319 hartree
Gap between HOMO and LUMO: 9.53 eV
Max |F|: 4.707 eV/Å

Entry 5:
Density functional theory data (the ωB97M-V functional and the def2-TZVPD basis) for a 5-piece molecular cluster, C4H18N2O6 overall at a distorted geometry.

```
30
Properties=species:S:1:pos:R:3
C -0.998 1.471 -1.213
N -0.030 2.432 -0.643
C 1.282 2.120 -0.813
O 1.635 1.215 -1.555
C -1.768 0.770 0.008
C -1.471 -0.746 -0.262
O -2.014 -1.591 0.787
N -1.424 1.377 1.257
H -0.423 0.744 -1.762
H -1.786 1.990 -1.774
H -0.394 2.990 0.111
H 1.981 2.786 -0.269
H -2.839 0.800 -0.147
H -1.927 -1.097 -1.182
H -0.384 -0.840 -0.253
H -2.250 -0.977 1.490
H -0.564 1.084 1.726
H -2.167 1.249 1.934
H 1.879 0.543 2.790
H 1.970 0.273 1.271
O 1.523 0.826 1.946
H 2.801 -1.495 -0.181
H 2.246 -2.183 1.001
O 2.222 -1.323 0.569
H -0.474 -2.352 1.585
H -0.073 -3.685 0.822
O 0.187 -3.080 1.529
H 0.713 -1.625 -3.491
H 1.421 -0.378 -2.609
O 1.124 -1.300 -2.673
```

Values from the calculation:
HOMO level: -9.43 eV
Charge: 0
Total energy: -724.153083 hartree
Gap between HOMO and LUMO: 10.04 eV
Max |F|: 2.908 eV/Å

Entry 6:
Density functional theory data (the ωB97M-V functional and the def2-TZVPD basis) for a 6-piece molecular cluster, C4H18N2O7 overall at a distorted geometry.

```
31
Properties=species:S:1:pos:R:3
O 1.222 -0.554 1.971
C 1.915 -0.220 1.069
C 2.099 -1.076 -0.138
C 3.191 -0.584 -0.983
N 0.845 -1.011 -0.864
C 0.164 0.150 -1.315
N -0.894 -0.020 -2.168
O 0.579 1.231 -0.942
H 2.246 0.829 1.009
H 2.303 -2.147 -0.029
H 2.803 0.519 -1.248
H 4.127 -0.370 -0.449
H 3.357 -1.064 -2.075
H 0.389 -1.938 -0.965
H -0.882 -0.701 -2.856
H -1.420 0.804 -2.505
H -1.904 1.783 0.359
H -2.863 1.897 1.616
O -2.485 1.344 1.031
H -0.617 -2.064 2.086
H -1.581 -1.159 1.412
O -1.475 -2.051 1.703
H 1.740 2.660 -1.440
H 2.590 3.381 -0.194
O 1.996 3.569 -0.988
H -3.542 -1.685 -1.028
H -3.458 -0.228 -0.554
O -3.922 -1.032 -0.499
H -2.143 0.702 2.865
H -2.011 -0.851 2.781
O -2.368 -0.113 3.341
```

Values from the calculation:
HOMO level: -10.19 eV
Charge: 0
Total energy: -799.347593 hartree
Gap between HOMO and LUMO: 10.25 eV
Max |F|: 6.279 eV/Å

Here are the calculated energy relative to the best compared isomer or geometry (same formula, charge and spin) numbers, same order: 31.6, 67.0, 6.0, 42.8, 25.0, 92.5 (kcal per mole).